Record 1
12
Properties=species:S:1:pos:R:3:forces:R:3 method="wB97M-V/def2-TZVPD" charge=0 lumo_energy_ev=0.3 smiles="COSC(=O)SN" homo_ha=-0.3303
C 2.58266 -0.34644 -0.12322 -1.23 -1.30 -2.13
O 1.82787 -1.41729 0.39008 -0.56 -0.16 0.89
S 0.30451 -1.74417 -0.12995 -0.25 0.96 -0.36
C -0.73021 -0.21180 0.21250 2.18 -0.69 1.17
O -0.25758 0.72773 0.80851 -1.06 -0.85 -1.09
S -2.39766 -0.52740 -0.34063 0.16 0.66 0.10
N -3.06238 0.93347 -0.02223 -1.26 0.36 1.72
H 2.43274 -0.20812 -1.17237 -0.83 0.26 -0.86
H 3.57628 -0.57263 -0.12628 2.84 -1.35 0.64
H 2.50730 0.53969 0.36568 -0.98 2.51 1.69
H -3.18013 1.65151 -0.67840 0.29 0.51 -1.40
H -3.60341 1.17546 0.81631 0.71 -0.93 -0.38

Record 2
11
Properties=species:S:1:pos:R:3:forces:R:3 method="wB97M-V/def2-TZVPD" charge=-1 multiplicity=2 lumo_energy_ev="3.9 / 3.8" s2=0.7708 homo_ha="0.0071 / -0.1633"
O -2.39950 1.35691 0.11772 0.55 0.42 1.18
C -1.46425 1.28689 -0.69676 -1.12 -0.35 -1.22
N -0.20367 0.71227 -0.60985 -0.77 0.51 0.05
C 0.75949 0.69935 0.38710 -1.02 -0.07 -0.52
O 1.95708 0.41420 0.10741 0.22 -0.50 0.33
H -1.69673 1.62097 -1.73720 0.37 -0.43 0.03
H -0.14022 0.15969 -1.45819 1.17 0.41 -0.04
H 0.29306 0.86744 1.36794 0.55 -0.01 0.06
H 1.12712 -3.01575 1.32626 0.54 0.05 -0.39
H 1.11564 -1.83222 0.22951 0.31 -0.22 0.71
O 0.65197 -2.26975 0.96608 -0.78 0.18 -0.18

Record 3
11
Properties=species:S:1:pos:R:3:forces:R:3 method="wB97M-V/def2-TZVPD" charge=0 lumo_energy_ev=0.4 smiles="NCOC(=O)O" homo_ha=-0.3516
N -1.59194 0.61191 -0.96296 0.80 -0.38 0.82
C -0.11537 0.81104 -0.66687 -0.23 1.34 -2.46
O 0.28428 0.49888 0.71390 1.48 -3.81 -0.51
C 0.80010 -0.87161 0.85423 -0.74 -5.26 -2.98
O 0.57614 -1.88164 -0.02235 1.43 7.22 5.62
O 1.59414 -1.26779 2.06474 -2.63 3.31 -2.60
H -2.01791 -0.14882 -0.38866 0.73 0.73 -1.04
H -1.77356 0.49753 -1.98586 0.43 -0.19 1.50
H 0.50916 0.26930 -1.49908 -0.78 0.66 2.15
H 0.08794 1.97768 -0.81734 -0.27 -2.56 0.79
H 1.64702 -0.49648 2.71026 -0.21 -1.07 -1.29

Record 4
11
Properties=species:S:1:pos:R:3:forces:R:3 method="wB97M-V/def2-TZVPD" charge=0 lumo_energy_ev=0.8 smiles="NCC(=O)OO" homo_ha=-0.3671
N -0.28545 -1.67364 -0.33126 0.11 -0.14 0.12
C -0.76538 -0.32743 -0.57528 -0.27 0.07 0.00
C 0.21899 0.72994 -0.13861 -0.19 0.18 -0.48
O 0.43131 1.77877 -0.69161 0.04 0.06 0.03
O 0.80118 0.40225 1.01543 -0.16 -0.57 0.23
O 1.65243 1.40274 1.50600 0.38 0.57 0.02
H 0.00248 -1.78741 0.63376 -0.09 -0.07 -0.07
H -1.01455 -2.34773 -0.53255 0.10 0.05 0.06
H -0.94252 -0.19695 -1.64595 0.07 0.14 0.19
H -1.70420 -0.07669 -0.04536 0.15 -0.01 -0.14
H 1.60570 2.09617 0.80543 -0.14 -0.28 0.05

What are the E_tot values for these records? In order: -29408.69394, -9786.52446, -9785.33766, -9785.14632 eV.
What are the energy relative to the best compared isomer or geometry (same formula, charge and spin) values for these records? In order: 42.2, 14.2, 65.8, 70.2 kcal per mole.